(w)
24
Properties=species:S:1:pos:R:3 method="wB97M-V/def2-TZVPD" homo_ev=-8.28 multiplicity=1 mol_weight_g_mol=150.30 lumo_energy_ha=0.0361 smiles="C=C[Si](C)(C)C1C=CC=C1"
C 3.11586 -0.85642 -1.37391
C 1.90084 -1.18575 -0.96353
Si 0.81772 -0.02705 0.06311
C 0.84285 1.77978 -0.53750
C 1.40052 -0.12419 1.88119
C -1.15632 -0.66648 0.13904
C -1.86779 0.29635 1.01861
C -3.05951 0.63027 0.49293
C -3.26822 -0.11663 -0.71851
C -2.20363 -0.89673 -0.94114
H 3.75191 -1.53561 -1.92020
H 3.53228 0.11880 -1.17948
H 1.53592 -2.18028 -1.18477
H 0.88833 1.84470 -1.61926
H -0.05258 2.30342 -0.21520
H 1.69913 2.31548 -0.13756
H 1.50411 -1.15287 2.21429
H 2.36639 0.35950 2.00726
H 0.70272 0.36636 2.55259
H -1.00404 -1.62087 0.65290
H -1.46559 0.67526 1.94016
H -3.77630 1.32321 0.89996
H -4.16249 -0.06941 -1.31569
H -2.04211 -1.58083 -1.75529

***

(x)
24
Properties=species:S:1:pos:R:3 method="wB97M-V/def2-TZVPD" homo_ev="-8.74 / -8.74" multiplicity=1 mol_weight_g_mol=150.30 lumo_energy_ha="-0.0832 / -0.0832"
C -2.80920 -2.28157 0.14355
C -1.88045 -1.57720 0.55278
C 2.08821 -1.77247 -0.79288
C 1.21259 -1.26587 -0.16514
C 3.08588 -2.48016 -1.59647
C -1.96424 2.22072 1.17953
C 1.12129 1.75849 1.12519
C -0.68184 0.98870 -1.38840
C -1.05772 -0.67168 1.22014
Si -0.62146 1.04921 0.53250
H -3.62715 -2.93760 0.18012
H 3.59811 -3.03450 -0.82146
H 3.65830 -1.89539 -2.32504
H 2.67780 -3.25637 -2.17207
H -2.94258 1.65682 1.51616
H -1.64867 2.80646 2.15455
H -2.25287 3.06857 0.49295
H 1.44893 1.39712 2.06491
H 1.82209 1.52740 0.41140
H 1.05283 2.75119 1.24020
H -1.48795 0.58832 -1.80057
H -0.50145 2.06186 -1.91432
H 0.00527 0.33803 -1.79547
H -0.29569 -1.04009 1.95784

***

(w) has the most favorable energy; the next structure is 174.8 kcal/mol above.

***

(w)
24
Properties=species:S:1:pos:R:3 method="wB97M-V/def2-TZVPD" homo_ev=-7.19 multiplicity=1 mol_weight_g_mol=150.30 lumo_energy_ha=-0.0285 smiles="CC1=C(C)C(C)=C(C)C1=[SiH2]"
C 1.65733 -0.02121 -2.20064
C 0.73800 0.01246 -1.02144
C -0.33152 0.87270 -0.74651
C -0.67427 2.14366 -1.46852
C -0.84796 0.52045 0.56711
C -2.14381 0.99726 1.13343
C -0.22370 -0.63894 1.04094
C -0.43689 -1.32749 2.28058
C 0.80351 -0.95038 0.07827
Si 2.04593 -2.16913 0.30091
H 2.63323 0.37003 -2.16495
H 1.10062 0.43412 -3.02061
H 1.87582 -1.05651 -2.51463
H -0.84290 2.00664 -2.49741
H 0.12501 2.99523 -1.62606
H -1.66175 2.49110 -1.04781
H -2.04884 1.42733 2.12564
H -2.98314 0.16930 1.16965
H -2.63904 1.88413 0.52676
H -1.37597 -1.94985 2.28879
H -0.68819 -0.73882 3.12874
H 0.37366 -1.99424 2.56475
H 3.38401 -2.38693 -0.36663
H 2.16085 -3.09092 1.46964

***

(x)
24
Properties=species:S:1:pos:R:3 method="wB97M-V/def2-TZVPD" homo_ev=-8.39 multiplicity=1 mol_weight_g_mol=150.30 lumo_energy_ha=0.0360
Si -3.53263 -0.46409 -0.75710
C -2.86688 -0.09673 0.94385
C -1.66256 0.49790 1.11172
C -0.78555 0.99499 0.01522
C 0.74587 0.50282 0.27198
C 0.92949 -0.94759 0.71681
C 2.18166 -1.39402 0.58805
C 3.22803 -0.65341 -0.05876
C 3.03510 0.44846 -0.68489
C 1.66556 0.91225 -0.94719
H -4.98746 -0.72813 -0.44153
H -3.00391 -1.97884 -0.90701
H -3.31564 0.46489 -1.84594
H -3.50755 -0.28223 1.72243
H -1.42619 0.82650 2.10224
H -1.00977 0.65802 -1.07495
H -0.61333 2.03935 0.03488
H 1.12230 0.98271 1.16470
H 0.25385 -1.57905 1.18137
H 2.40972 -2.38560 0.92471
H 4.23104 -1.02125 -0.06258
H 3.91208 1.02910 -1.10369
H 1.65255 2.00202 -1.12552
H 1.34423 0.17194 -1.76880

***

(w) has the most favorable energy; the next structure is 1.8 kcal/mol above.

***

(w)
8
Properties=species:S:1:pos:R:3 method="wB97M-V/def2-TZVPD" homo_ev=-9.80 multiplicity=1 mol_weight_g_mol=98.13 lumo_energy_ha=-0.0636
N -0.71454 3.19000 1.04919
C -0.74688 2.10950 0.63951
N -1.19810 0.94833 0.22686
C -0.41989 -0.01233 0.14666
C 0.99358 -0.05576 0.66393
S 0.98686 -1.08501 1.93024
H -0.87817 -0.94338 0.12762
H 1.97067 0.36679 0.28783

***

(x)
8
Properties=species:S:1:pos:R:3 method="wB97M-V/def2-TZVPD" homo_ev=-8.74 multiplicity=1 mol_weight_g_mol=98.13 lumo_energy_ha=0.0071
C -1.18713 0.47916 0.21322
C -0.06194 0.99248 0.26384
C 1.17002 -1.68702 -0.19356
N 1.26454 0.84437 0.10575
N 1.42072 -0.54229 0.03654
S -2.58298 -0.36265 -0.18241
H 1.81258 1.26830 0.84075
H -1.83580 -0.99234 -1.08413

***

(w) has the most favorable energy; the next structure is 66.1 kcal/mol above.

***

(w)
13
Properties=species:S:1:pos:R:3 method="wB97M-V/def2-TZVPD" homo_ev=-9.66 multiplicity=1 mol_weight_g_mol=133.55 lumo_energy_ha=0.0087 smiles="F[C@@]1(Cl)C=CN=CC1"
F -1.78568 1.59745 -0.25842
C -1.00927 0.43865 -0.08918
Cl -2.19879 -0.83509 0.09618
C -0.21280 -0.10433 -1.48048
C 0.96800 -0.65374 -1.31669
N 1.55821 -0.89042 -0.00421
C 0.96976 -0.39448 1.03762
C -0.08414 0.67261 1.09117
H -0.92718 -0.02450 -2.16732
H 1.67231 -1.28062 -1.95864
H 1.29348 -0.76577 1.94137
H -0.61235 0.51006 2.01853
H 0.36845 1.73019 1.09007

***

(x)
13
Properties=species:S:1:pos:R:3 method="wB97M-V/def2-TZVPD" homo_ev=-10.24 multiplicity=1 mol_weight_g_mol=133.55 lumo_energy_ha=0.0172
N 1.81021 -2.38998 0.20745
C 1.65071 -1.28377 -0.11592
C 1.59760 0.08303 -0.57284
C 0.59878 0.96864 -0.40828
C -0.75298 0.85369 0.22152
C -1.40415 -0.48146 0.47272
F -0.69363 -1.15222 1.43396
Cl -1.52405 -1.47709 -0.99808
H 2.47937 0.39476 -1.10041
H 0.83842 1.97984 -0.74554
H -0.72938 1.38737 1.17240
H -1.45669 1.45643 -0.38629
H -2.41421 -0.33925 0.81931

***

(x) has the most favorable energy; the next structure is 28.7 kcal/mol above.